{"formula": "C23H18MnN6O7", "method": "ωB97M-V with the def2-TZVPD basis set", "species": ["Mn", "O", "C", "C", "C", "C", "C", "C", "C", "N", "C", "C", "N", "C", "C", "C", "C", "C", "C", "C", "O", "H", "H", "H", "H", "H", "H", "H", "H", "H", "H", "H", "H", "H", "H", "O", "C", "C", "O", "C", "C", "O", "C", "O", "O", "N", "C", "N", "N", "C", "N", "H", "H", "H", "H"], "coordinates": [[-0.018, 0.164, 0.158], [0.640, -2.016, -0.059], [1.437, -2.437, -0.948], [2.465, -3.394, -0.635], [3.305, -3.905, -1.582], [3.207, -3.541, -2.941], [2.232, -2.637, -3.286], [1.366, -2.069, -2.341], [0.309, -1.208, -2.817], [-0.443, -0.525, -2.049], [-1.634, 0.128, -2.519], [-2.744, -0.135, -1.494], [-2.238, -0.116, -0.119], [-3.080, -0.383, 0.799], [-2.848, -0.476, 2.228], [-3.970, -0.787, 3.012], [-3.914, -0.922, 4.378], [-2.659, -0.735, 4.994], [-1.541, -0.435, 4.271], [-1.561, -0.293, 2.836], [-0.491, -0.022, 2.217], [2.557, -3.669, 0.409], [4.075, -4.607, -1.278], [3.883, -3.949, -3.681], [2.123, -2.330, -4.324], [0.132, -1.212, -3.907], [-1.964, -0.253, -3.497], [-1.457, 1.202, -2.604], [-3.175, -1.123, -1.691], [-3.539, 0.611, -1.609], [-4.127, -0.591, 0.519], [-4.921, -0.923, 2.502], [-4.794, -1.161, 4.958], [-2.579, -0.831, 6.073], [-0.579, -0.287, 4.746], [6.271, 2.372, 1.266], [5.060, 2.204, 1.249], [4.026, 3.174, 1.730], [4.236, 4.350, 2.063], [2.701, 2.544, 1.595], [2.881, 1.328, 0.833], [1.954, 0.651, 0.305], [4.314, 1.063, 0.622], [4.814, 0.151, -0.023], [1.625, 3.089, 1.900], [2.183, 5.736, 0.544], [1.597, 4.764, -0.203], [2.410, 4.059, -1.016], [0.280, 4.635, -0.146], [-0.125, 3.424, -0.452], [-0.448, 2.341, -0.718], [3.119, 5.493, 0.855], [1.586, 5.994, 1.315], [3.356, 3.912, -0.690], [2.010, 3.221, -1.417]], "nbo_charge": [1.5882, -0.7686, 0.4349, -0.2499, -0.1977, -0.3349, -0.1417, -0.2722, 0.1701, -0.5281, -0.2373, -0.2269, -0.5312, 0.1934, -0.2781, -0.1392, -0.3415, -0.2043, -0.2542, 0.4326, -0.7751, 0.2016, 0.1867, 0.1875, 0.1802, 0.1274, 0.1578, 0.2177, 0.1766, 0.1818, 0.1266, 0.1827, 0.1893, 0.1880, 0.2093, -0.6119, 0.3368, 0.3068, -0.6967, 0.2737, 0.2923, -0.8010, 0.3287, -0.6079, -0.6954, -0.8019, 0.7078, -0.8044, -0.6651, 0.5447, -0.6137, 0.4298, 0.4016, 0.4116, 0.4132], "orbital_gap_ev": [5.816, 5.874], "homo_energy_ev": [-1.1479, -1.2170], "multiplicity": 6, "de_lowest_kj_mol": 65.7, "lumo_ev": [4.668, 4.657], "s_squared": 8.76, "charge": -2, "e_tot_ha": -2893.65066}

{"formula": "C3H9S2", "method": "ωB97M-V with the def2-TZVPD basis set", "species": ["C", "S", "H", "H", "H", "C", "S", "C", "H", "H", "H", "H", "H", "H"], "coordinates": [[-2.339, -1.146, -0.195], [-1.744, 0.395, 0.679], [-1.408, -1.586, -0.443], [-2.776, -1.733, 0.598], [-3.017, -0.966, -1.129], [1.155, 1.387, -1.043], [2.393, 0.521, -0.146], [1.433, -0.242, 1.154], [0.867, 2.193, -0.468], [0.306, 0.794, -1.333], [1.550, 1.698, -2.071], [1.364, 0.340, 2.092], [0.439, -0.385, 0.902], [1.777, -1.270, 1.403]], "nbo_charge": [-0.7345, -0.7476, 0.1772, 0.1855, 0.1707, -0.7505, 0.1426, -0.7893, 0.2114, 0.2487, 0.1994, 0.2039, 0.2804, 0.2019], "orbital_gap_ev": 5.708, "homo_energy_ev": -2.2994, "de_lowest_kj_mol": 139.6, "lumo_ev": 3.408, "charge": -1, "e_tot_ha": -916.06142}

{"formula": "C2H9NOP2", "method": "ωB97M-V with the def2-TZVPD basis set", "species": ["O", "P", "P", "H", "H", "H", "H", "H", "N", "C", "C", "H", "H", "H", "H"], "coordinates": [[1.048, -0.799, -1.535], [2.697, -0.772, -1.677], [3.059, 1.295, -2.521], [0.908, -1.768, -1.609], [2.945, -0.458, -0.410], [2.697, 0.764, -3.718], [1.802, 1.540, -1.941], [-0.208, -0.361, 0.646], [-0.236, -0.190, 1.694], [-1.381, -0.046, 2.196], [-2.692, 0.144, 1.506], [-1.428, 0.265, 3.224], [-3.231, 1.032, 1.763], [-3.308, -0.652, 1.923], [-2.671, 0.006, 0.458]], "nbo_charge": [-0.9827, 0.5996, -0.0091, 0.4905, -0.0867, -0.0180, 0.0084, 0.3407, -0.6147, 0.1419, -0.6879, 0.1537, 0.2287, 0.2217, 0.2140], "orbital_gap_ev": 9.776, "homo_energy_ev": -9.0540, "de_lowest_kj_mol": 90.1, "lumo_ev": 0.722, "smiles": "O[PH]#[PH2].[H]/N=C\\C", "charge": 0, "e_tot_ha": -894.23842}

{"formula": "C2H7NO2Si", "method": "ωB97M-V with the def2-TZVPD basis set", "species": ["C", "Si", "C", "N", "O", "O", "H", "H", "H", "H", "H", "H", "H"], "coordinates": [[-0.364, 1.283, 0.188], [0.766, 0.040, -0.646], [-0.165, -1.631, -0.338], [2.418, 0.095, 0.230], [3.278, -0.614, -0.240], [2.702, 0.797, 1.186], [-0.718, 1.009, 1.231], [-0.267, 2.347, 0.124], [-1.443, 1.129, -0.343], [1.629, 0.304, -1.782], [-0.348, -2.158, -1.333], [0.400, -2.436, 0.160], [-0.986, -1.428, 0.355]], "nbo_charge": [-1.1421, 1.4012, -1.1023, 0.2495, -0.4139, -0.4034, 0.2696, 0.2581, 0.2417, -0.1370, 0.2615, 0.2671, 0.2499], "orbital_gap_ev": 10.824, "homo_energy_ev": -10.3562, "de_lowest_kj_mol": 453.5, "lumo_ev": 0.468, "smiles": "C[SiH](C)[N+](=O)[O-]", "charge": 0, "e_tot_ha": -575.02335}

{"formula": "C3H8NO2", "method": "ωB97M-V with the def2-TZVPD basis set", "species": ["C", "O", "H", "H", "H", "O", "C", "C", "N", "H", "H", "H", "H", "H"], "coordinates": [[2.550, 0.788, -0.632], [1.782, -0.039, 0.169], [2.913, 1.667, -0.072], [3.418, 0.260, -1.049], [1.963, 1.185, -1.483], [-3.517, -0.645, 1.345], [-2.544, -0.083, 0.888], [-1.230, -0.733, 0.573], [-0.631, -0.150, -0.619], [-2.616, 0.974, 0.575], [-0.571, -0.522, 1.432], [-1.380, -1.819, 0.551], [0.625, -0.102, -0.276], [-0.765, -0.781, -1.401]], "nbo_charge": [-0.2208, -0.8817, 0.1140, 0.1146, 0.1264, -0.5996, 0.4515, -0.3412, -0.9976, 0.0924, 0.2000, 0.1702, 0.4561, 0.3157], "orbital_gap_ev": 7.371, "homo_energy_ev": -3.2141, "de_lowest_kj_mol": 270.0, "lumo_ev": 4.157, "charge": -1, "e_tot_ha": -324.31254}

{"formula": "C29H57INO13S5", "method": "ωB97M-V with the def2-TZVPD basis set", "species": ["C", "C", "O", "C", "C", "N", "C", "C", "O", "C", "C", "C", "O", "I", "H", "H", "H", "H", "H", "H", "H", "H", "H", "H", "H", "H", "H", "H", "H", "H", "H", "C", "C", "C", "S", "O", "O", "C", "H", "H", "H", "H", "H", "H", "H", "H", "C", "C", "C", "S", "O", "O", "C", "H", "H", "H", "H", "H", "H", "H", "H", "C", "C", "C", "S", "O", "O", "C", "H", "H", "H", "H", "H", "H", "H", "H", "C", "C", "C", "S", "O", "O", "C", "H", "H", "H", "H", "H", "H", "H", "H", "C", "C", "C", "S", "O", "O", "C", "H", "H", "H", "H", "H", "H", "H", "H"], "coordinates": [[4.349, 0.481, 2.077], [3.258, -0.299, 1.375], [3.200, -1.673, 1.792], [1.857, 0.246, 1.661], [0.745, -0.522, 0.946], [0.684, -1.970, 1.450], [-0.659, -2.623, 1.468], [-1.595, -2.133, 0.391], [-1.407, -0.772, 0.014], [-0.692, -0.002, 0.969], [-0.831, 1.446, 0.510], [-1.412, 2.444, 1.471], [-2.225, 3.256, 1.180], [-0.734, 2.384, 3.515], [4.663, -0.081, 2.956], [3.999, 1.458, 2.405], [5.215, 0.627, 1.436], [3.423, -0.279, 0.293], [3.532, -2.241, 1.084], [1.820, 1.287, 1.343], [1.692, 0.238, 2.740], [0.986, -0.575, -0.118], [1.062, -1.963, 2.397], [1.366, -2.544, 0.947], [-0.496, -3.689, 1.325], [-1.090, -2.506, 2.457], [-1.520, -2.741, -0.506], [-2.597, -2.233, 0.797], [-1.154, -0.126, 1.956], [0.114, 1.845, 0.134], [-1.541, 1.466, -0.315], [4.925, -6.693, 1.281], [4.140, -7.198, 0.061], [2.789, -6.471, 0.052], [3.089, -4.897, 0.860], [2.300, -4.803, 2.067], [2.944, -3.788, -0.080], [4.807, -5.170, 1.255], [5.968, -7.002, 1.249], [4.489, -7.082, 2.202], [4.689, -6.968, -0.853], [3.991, -8.275, 0.093], [2.400, -6.275, -0.945], [2.035, -6.978, 0.651], [5.017, -4.673, 2.199], [5.398, -4.729, 0.452], [-6.278, 0.134, 2.534], [-5.317, 0.637, 3.621], [-4.787, -0.593, 4.366], [-4.824, -1.944, 3.175], [-5.745, -2.956, 3.610], [-3.471, -2.338, 2.830], [-5.552, -1.008, 1.831], [-6.543, 0.922, 1.831], [-7.199, -0.237, 2.985], [-4.490, 1.180, 3.159], [-5.810, 1.320, 4.310], [-3.765, -0.487, 4.721], [-5.432, -0.897, 5.187], [-6.192, -1.680, 1.264], [-4.737, -0.643, 1.204], [2.248, 7.047, 0.045], [0.985, 7.045, 0.912], [0.279, 5.707, 0.669], [1.582, 4.539, 0.249], [1.388, 4.054, -1.099], [1.729, 3.541, 1.292], [2.935, 5.706, 0.279], [2.911, 7.875, 0.287], [1.944, 7.138, -0.996], [1.252, 7.143, 1.966], [0.328, 7.871, 0.652], [-0.249, 5.326, 1.541], [-0.387, 5.747, -0.191], [3.647, 5.409, -0.488], [3.401, 5.646, 1.263], [0.218, 8.077, -6.009], [1.323, 7.094, -5.598], [1.847, 7.543, -4.230], [0.465, 8.374, -3.420], [0.799, 9.759, -3.221], [0.010, 7.584, -2.299], [-0.682, 8.230, -4.787], [-0.345, 7.718, -6.868], [0.651, 9.043, -6.272], [0.909, 6.087, -5.522], [2.129, 7.064, -6.329], [2.160, 6.720, -3.592], [2.644, 8.280, -4.311], [-1.311, 9.117, -4.791], [-1.283, 7.339, -4.609], [-3.379, -5.850, -2.808], [-2.523, -5.185, -1.720], [-1.952, -6.303, -0.844], [-1.796, -7.747, -1.915], [-2.674, -8.776, -1.430], [-0.401, -8.030, -2.137], [-2.527, -6.987, -3.366], [-3.659, -5.148, -3.592], [-4.296, -6.250, -2.372], [-1.705, -4.632, -2.187], [-3.101, -4.488, -1.115], [-0.961, -6.089, -0.450], [-2.620, -6.581, -0.031], [-3.080, -7.754, -3.902], [-1.707, -6.616, -3.980]], "lowdin_charge": [-0.0187, -0.3891, -0.0735, -0.1066, -0.1529, 0.1174, -0.0723, -0.1521, -0.0821, -0.3101, -0.1059, -0.8001, 0.0275, 0.8986, 0.0894, 0.0824, 0.0822, 0.1535, 0.0530, 0.0882, 0.1183, 0.1777, 0.1695, 0.1178, 0.1336, 0.1192, 0.1121, 0.0958, 0.1217, 0.1123, 0.1433, -0.2051, -0.1959, -0.2049, 0.6864, -0.3129, -0.3499, -0.2183, 0.1223, 0.1247, 0.1221, 0.1229, 0.1082, 0.1119, 0.1159, 0.1160, -0.2094, -0.2030, -0.2084, 0.6786, -0.2982, -0.3495, -0.2234, 0.1194, 0.1235, 0.1061, 0.1193, 0.0989, 0.1086, 0.1110, 0.1014, -0.2125, -0.1963, -0.2075, 0.6638, -0.3216, -0.3878, -0.2176, 0.1241, 0.0817, 0.1197, 0.1190, 0.0874, 0.1044, 0.1086, 0.1100, -0.2161, -0.2090, -0.2145, 0.6653, -0.3088, -0.3355, -0.2259, 0.1170, 0.1216, 0.1178, 0.1154, 0.0955, 0.1067, 0.1099, 0.1084, -0.2108, -0.2279, -0.2198, 0.6589, -0.3063, -0.3328, -0.2239, 0.1175, 0.1234, 0.1129, 0.1051, 0.0852, 0.1082, 0.1107, 0.1080], "orbital_gap_ev": 10.147, "homo_energy_ev": -11.9018, "lumo_ev": -1.754, "charge": 1, "e_tot_ha": -4460.46283}

{"formula": "C15H15ClN2O", "method": "ωB97M-V with the def2-TZVPD basis set", "species": ["C", "C", "C", "C", "C", "C", "C", "O", "N", "N", "C", "C", "C", "C", "Cl", "C", "C", "C", "C", "H", "H", "H", "H", "H", "H", "H", "H", "H", "H", "H", "H", "H", "H", "H"], "coordinates": [[5.819, 1.268, 0.826], [4.886, 1.286, -0.381], [3.559, 0.609, -0.170], [2.853, 0.148, -1.278], [1.617, -0.453, -1.146], [1.052, -0.614, 0.116], [-0.268, -1.251, 0.349], [-0.559, -1.866, 1.358], [-1.171, -1.091, -0.657], [-2.426, -1.702, -0.593], [-3.538, -0.915, -0.298], [-4.703, -1.533, 0.157], [-5.856, -0.801, 0.356], [-5.853, 0.562, 0.104], [-7.297, 1.484, 0.355], [-4.704, 1.194, -0.340], [-3.552, 0.457, -0.542], [1.763, -0.177, 1.229], [2.994, 0.434, 1.088], [5.434, 1.887, 1.632], [5.949, 0.253, 1.193], [6.793, 1.659, 0.542], [4.697, 2.326, -0.670], [5.386, 0.807, -1.226], [3.285, 0.259, -2.263], [1.118, -0.826, -2.029], [-0.941, -0.642, -1.530], [-2.365, -2.544, -0.025], [-4.698, -2.594, 0.357], [-6.753, -1.283, 0.710], [-4.708, 2.256, -0.524], [-2.656, 0.957, -0.877], [1.328, -0.323, 2.207], [3.515, 0.770, 1.970]], "nbo_charge": [-0.6045, -0.4207, 0.0078, -0.2026, -0.2128, -0.0922, 0.6281, -0.6170, -0.4522, -0.4292, 0.1647, -0.2421, -0.2015, -0.0772, -0.0045, -0.1922, -0.2650, -0.1632, -0.2261, 0.2038, 0.2094, 0.2159, 0.2170, 0.2105, 0.2105, 0.2071, 0.3964, 0.3951, 0.2157, 0.2283, 0.2255, 0.2171, 0.2334, 0.2167], "orbital_gap_ev": 8.768, "homo_energy_ev": -8.1338, "de_lowest_kj_mol": 1.3, "lumo_ev": 0.634, "smiles": "CCc1ccc(C(=O)NNc2ccc(Cl)cc2)cc1", "charge": 0, "e_tot_ha": -1225.54132}